1.
{"formula": "C28H51Cl24IO3", "method": "ωB97M-V/def2-TZVPD", "species": ["C", "C", "C", "O", "C", "O", "O", "I", "H", "H", "H", "Cl", "C", "C", "Cl", "H", "H", "H", "H", "Cl", "C", "C", "Cl", "H", "H", "H", "H", "Cl", "C", "C", "Cl", "H", "H", "H", "H", "Cl", "C", "C", "Cl", "H", "H", "H", "H", "Cl", "C", "C", "Cl", "H", "H", "H", "H", "Cl", "C", "C", "Cl", "H", "H", "H", "H", "Cl", "C", "C", "Cl", "H", "H", "H", "H", "Cl", "C", "C", "Cl", "H", "H", "H", "H", "Cl", "C", "C", "Cl", "H", "H", "H", "H", "Cl", "C", "C", "Cl", "H", "H", "H", "H", "Cl", "C", "C", "Cl", "H", "H", "H", "H", "Cl", "C", "C", "Cl", "H", "H", "H", "H"], "positions_angstrom": [[10.93, -3.60, -0.32], [10.18, -2.72, -0.02], [9.27, -1.64, 0.36], [8.09, -2.13, 1.01], [7.10, -2.50, 0.17], [6.02, -1.98, 0.21], [7.41, -3.47, -0.72], [7.50, -5.26, 0.22], [11.59, -4.43, -0.31], [9.03, -1.00, -0.48], [9.79, -1.04, 1.10], [1.51, -0.57, -3.18], [2.30, -1.06, -1.65], [3.44, -2.01, -1.87], [2.89, -3.60, -2.46], [1.54, -1.50, -1.01], [2.66, -0.15, -1.17], [3.97, -2.18, -0.94], [4.15, -1.61, -2.60], [1.83, 4.48, -1.17], [1.08, 2.87, -1.39], [-0.21, 2.74, -0.64], [0.03, 2.72, 1.13], [1.80, 2.12, -1.08], [0.90, 2.75, -2.46], [-0.70, 1.80, -0.90], [-0.89, 3.56, -0.87], [3.02, -9.83, -2.15], [2.40, -8.35, -1.36], [3.28, -7.15, -1.63], [4.86, -7.26, -0.82], [2.32, -8.55, -0.30], [1.41, -8.17, -1.76], [2.80, -6.26, -1.24], [3.46, -7.02, -2.69], [-4.78, 1.44, 0.45], [-3.99, 2.49, 1.69], [-4.30, 3.95, 1.49], [-3.53, 4.63, 0.03], [-2.92, 2.31, 1.65], [-4.36, 2.16, 2.65], [-3.93, 4.53, 2.33], [-5.37, 4.11, 1.40], [-2.46, 10.69, -0.74], [-3.25, 9.15, -0.31], [-3.52, 8.29, -1.52], [-4.79, 8.98, -2.56], [-4.16, 9.38, 0.23], [-2.57, 8.62, 0.36], [-3.88, 7.31, -1.19], [-2.63, 8.15, -2.12], [-7.74, 3.19, 1.61], [-8.43, 1.55, 1.44], [-9.72, 1.40, 2.20], [-9.47, 1.45, 3.97], [-7.68, 0.84, 1.78], [-8.61, 1.39, 0.38], [-10.17, 0.44, 1.97], [-10.43, 2.19, 1.95], [3.46, -8.26, 2.74], [4.19, -7.10, 3.88], [3.78, -5.68, 3.60], [4.48, -5.07, 2.07], [5.27, -7.21, 3.83], [3.86, -7.38, 4.88], [4.14, -5.03, 4.39], [2.70, -5.58, 3.54], [-4.34, 5.09, 4.65], [-3.54, 4.62, 6.17], [-2.39, 3.67, 5.94], [-2.94, 2.07, 5.37], [-4.30, 4.18, 6.82], [-3.17, 5.53, 6.63], [-1.86, 3.51, 6.87], [-1.70, 4.06, 5.20], [10.22, -6.23, 3.27], [9.58, -7.77, 3.89], [9.34, -8.76, 2.78], [7.98, -8.27, 1.73], [8.67, -7.56, 4.44], [10.33, -8.17, 4.58], [9.07, -9.73, 3.20], [10.22, -8.89, 2.15], [-5.54, 5.33, -2.59], [-6.27, 3.77, -2.14], [-6.48, 2.87, -3.33], [-7.75, 3.49, -4.43], [-7.20, 3.98, -1.62], [-5.58, 3.29, -1.45], [-6.80, 1.89, -2.99], [-5.57, 2.76, -3.91], [-2.94, 3.13, -5.13], [-3.58, 4.70, -5.68], [-2.48, 5.70, -5.92], [-1.69, 6.19, -4.40], [-4.28, 5.06, -4.93], [-4.13, 4.52, -6.60], [-2.90, 6.60, -6.37], [-1.72, 5.30, -6.58], [-1.87, 0.48, -2.39], [-2.61, -1.08, -1.92], [-2.89, -1.95, -3.11], [-4.19, -1.28, -4.13], [-3.51, -0.86, -1.36], [-1.90, -1.58, -1.26], [-3.22, -2.93, -2.78], [-2.01, -2.07, -3.74]], "lowdin_charge": [0.112, -0.118, -0.165, -0.018, -0.769, 0.135, -0.512, 1.046, 0.038, 0.140, 0.134, 0.535, -0.648, -0.646, 0.564, 0.068, 0.065, 0.049, 0.075, 0.542, -0.667, -0.689, 0.534, 0.047, 0.069, -0.035, 0.040, 0.536, -0.659, -0.671, 0.472, 0.048, 0.073, 0.036, 0.068, 0.557, -0.619, -0.664, 0.590, 0.038, 0.048, -0.015, -0.003, 0.532, -0.663, -0.683, 0.527, 0.067, 0.071, 0.008, 0.047, 0.587, -0.654, -0.664, 0.540, 0.057, 0.074, 0.073, 0.068, 0.541, -0.658, -0.652, 0.512, 0.055, 0.072, 0.073, 0.068, 0.605, -0.639, -0.651, 0.555, 0.070, 0.074, 0.074, 0.070, 0.538, -0.660, -0.641, 0.507, 0.065, 0.074, 0.076, 0.072, 0.569, -0.658, -0.652, 0.536, 0.060, -0.002, 0.072, 0.032, 0.540, -0.661, -0.650, 0.545, 0.004, 0.078, 0.075, 0.067, 0.590, -0.635, -0.657, 0.539, 0.045, 0.076, 0.073, 0.067], "homo_energy_ev": -9.37, "total_energy_ev": -344644.732, "de_lowest_kj_mol": 0.0, "orbital_gap_ev": 8.3}

2.
{"formula": "C5H8IN", "method": "ωB97M-V/def2-TZVPD", "species": ["C", "C", "C", "C", "C", "N", "I", "H", "H", "H", "H", "H", "H", "H", "H"], "positions_angstrom": [[-0.10, 0.97, 0.08], [0.19, -0.43, 0.05], [-1.37, 1.48, 0.73], [-1.22, 1.56, -0.75], [1.64, -2.37, -0.01], [1.24, -1.01, 0.02], [3.41, 0.31, 0.00], [0.82, 1.56, 0.18], [-2.04, 0.75, 1.14], [-1.29, 2.39, 1.31], [-1.02, 2.52, -1.20], [-1.79, 0.89, -1.37], [2.21, -2.55, -0.93], [2.29, -2.57, 0.84], [0.77, -3.03, 0.02]], "nbo_charge": [-0.363, 0.381, -0.382, -0.378, -0.426, -0.300, -0.387, 0.269, 0.225, 0.228, 0.230, 0.224, 0.230, 0.232, 0.218], "homo_energy_ev": [-8.14, -8.23], "total_energy_ev": -14902.695, "de_lowest_kj_mol": 154.9, "orbital_gap_ev": [7.1, 7.4]}

3.
{"formula": "C4H6O", "method": "ωB97M-V/def2-TZVPD", "species": ["C", "O", "C", "C", "C", "H", "H", "H", "H", "H", "H"], "positions_angstrom": [[-0.16, -1.22, 0.02], [-1.14, -0.39, -0.57], [-0.83, 0.91, -0.09], [0.68, 0.91, 0.00], [1.08, -0.36, 0.04], [-0.48, -1.46, 1.05], [-0.05, -2.15, -0.54], [-1.31, 1.04, 0.90], [-1.22, 1.67, -0.77], [1.30, 1.79, -0.05], [2.10, -0.73, 0.02]], "nbo_charge": [-0.108, -0.513, -0.110, -0.217, -0.216, 0.167, 0.195, 0.170, 0.196, 0.217, 0.218], "homo_energy_ev": -9.41, "total_energy_ev": -6291.416, "de_lowest_kj_mol": 48.4, "orbital_gap_ev": 10.6, "smiles": "C1=CCOC1"}

4.
{"formula": "C19H24N7O4Se2TcTe2", "method": "ωB97M-V/def2-TZVPD", "species": ["Tc", "O", "C", "C", "C", "C", "C", "C", "C", "O", "N", "N", "C", "C", "C", "C", "C", "C", "N", "H", "H", "H", "H", "H", "H", "H", "H", "H", "H", "N", "C", "C", "C", "C", "N", "C", "N", "N", "C", "O", "O", "H", "H", "H", "H", "H", "H", "H", "H", "H", "H", "H", "H", "H", "H", "Se", "Te", "Te", "Se"], "positions_angstrom": [[1.08, 0.98, 0.16], [1.14, -2.88, -2.23], [0.52, -2.38, -3.32], [0.12, -3.30, -4.29], [-0.52, -2.86, -5.43], [-0.79, -1.51, -5.63], [-0.40, -0.60, -4.67], [0.25, -1.01, -3.50], [0.63, -0.02, -2.50], [1.28, -0.40, -1.45], [0.30, 1.25, -2.67], [0.81, 1.93, -1.60], [1.16, 3.17, -1.71], [2.13, 3.58, -0.72], [2.76, 4.81, -0.73], [3.88, 5.00, 0.07], [4.32, 3.94, 0.84], [3.61, 2.75, 0.85], [2.52, 2.56, 0.09], [1.36, -2.14, -1.64], [0.34, -4.34, -4.13], [-0.81, -3.59, -6.18], [-1.29, -1.18, -6.53], [-0.59, 0.45, -4.81], [0.93, 3.73, -2.60], [2.39, 5.59, -1.38], [4.40, 5.94, 0.06], [5.21, 4.02, 1.45], [3.92, 1.92, 1.45], [-1.64, 0.98, -0.48], [-2.19, -0.22, 0.13], [-2.93, 0.19, 1.42], [-3.42, -0.95, 2.33], [-2.62, -1.02, 3.64], [-1.23, -1.41, 3.45], [-0.83, -2.67, 3.25], [0.44, -2.92, 2.95], [-1.68, -3.68, 3.44], [-1.07, -1.21, 0.49], [-1.33, -2.40, 0.56], [0.07, -0.69, 0.85], [-2.17, 1.81, -0.22], [-1.63, 0.93, -1.49], [-2.87, -0.75, -0.53], [-3.77, 0.82, 1.12], [-2.25, 0.84, 1.98], [-3.36, -1.90, 1.81], [-4.46, -0.79, 2.59], [-3.08, -1.69, 4.36], [-2.60, -0.04, 4.12], [-0.58, -0.70, 3.14], [0.98, -2.17, 2.56], [0.67, -3.84, 2.60], [-2.67, -3.51, 3.52], [-1.41, -4.61, 3.17], [2.76, -0.34, 2.20], [2.63, 0.85, 4.30], [1.58, 3.25, 3.60], [-0.02, 2.40, 1.89]], "nbo_charge": [0.929, -0.660, 0.365, -0.276, -0.146, -0.261, -0.145, -0.200, 0.579, -0.710, -0.433, -0.179, 0.072, 0.153, -0.206, -0.137, -0.236, 0.073, -0.415, 0.511, 0.232, 0.221, 0.223, 0.231, 0.232, 0.240, 0.239, 0.241, 0.228, -0.821, -0.167, -0.404, -0.438, -0.220, -0.578, 0.713, -0.766, -0.767, 0.808, -0.651, -0.777, 0.383, 0.401, 0.216, 0.224, 0.216, 0.233, 0.230, 0.206, 0.227, 0.436, 0.436, 0.412, 0.418, 0.419, -0.364, 0.398, 0.162, -0.347], "homo_energy_ev": [-10.32, -10.30], "total_charge": 1, "total_energy_ev": -186188.278, "orbital_gap_ev": [6.9, 5.2], "spin_multiplicity": 4}

no.,molecular weight (g/mol)
1,1413.5
2,209.0
3,70.1
4,925.6